(1)
The following is a quantum chemistry calculation of the ion C4H12N2 with charge +2, from the OMol25 dataset.

Computed properties:
Orbital gap, eV: 12.2
Energy relative to the best compared isomer or geometry (same formula, charge and spin), kJ/mol: 57.9
LUMO level, hartree: -0.3123
Charge: +2
SMILES string: C=[NH+]CCC[NH3+]
HOMO, Eh: -0.761

```
18
Properties=species:S:1:pos:R:3:forces:R:3
H 0.513091 -2.473600 0.482114 0.15 -0.14 0.13
C 1.107184 -0.406471 0.567842 0.72 0.13 -0.84
H -1.570295 2.302455 -1.244109 -0.09 -0.30 0.34
H -2.174593 0.794071 -1.663737 -0.22 0.29 -0.37
H -0.207160 -0.229973 -1.852112 0.01 0.04 -0.07
H 0.340981 -0.972759 3.019519 0.02 0.25 0.03
H 1.822857 -0.664098 -0.213969 -0.37 -0.23 -0.41
N 0.597004 -1.683098 1.117079 -0.01 0.96 -0.11
H 1.811639 0.059545 1.253995 -0.51 -0.13 0.69
H -0.891774 0.507339 0.632355 -0.41 -0.94 -0.32
N -1.395974 1.444204 -1.784001 0.88 1.14 0.25
H 0.757977 1.188850 -1.903316 -0.25 0.56 0.17
H 0.301802 1.550710 0.566257 0.59 0.21 -0.46
C 0.278179 -1.806198 2.337542 0.46 -1.01 0.40
H 0.071880 -2.800685 2.722812 -0.44 0.10 -0.02
C -0.110631 0.762677 -1.402466 0.04 -1.64 -0.29
C 0.050833 0.596213 0.093029 -0.12 1.33 1.23
H -1.303000 1.830818 -2.728833 -0.44 -0.61 -0.33
```
Forces are in eV/Å.

(2)
The following is a quantum chemistry calculation of a structure of composition C21H17N7OS7Ti, from the OMol25 dataset.

Computed properties:
Orbital gap (alpha / beta), eV: 5.8 / 5.8
Energy relative to the best compared isomer or geometry (same formula, charge and spin), kJ/mol: 61.6
LUMO level (alpha / beta), hartree: 0.1613 / 0.1613
Charge: -2
HOMO (alpha / beta), Eh: -0.052 / -0.051

```
54
Properties=species:S:1:pos:R:3:forces:R:3
C -0.084328 -2.039243 -2.570250 0.14 0.18 0.00
H -0.031384 -2.036165 2.217593 -0.04 0.13 0.06
N 3.864054 3.764890 1.210850 -0.02 -0.17 -0.02
N -0.158022 4.291406 -1.530234 0.11 -0.07 0.32
H 0.247316 5.296828 1.134659 -0.08 -0.01 0.09
H -0.334350 -3.433477 -4.207099 0.04 0.00 0.08
H 0.390991 0.691094 -5.247469 -0.02 -0.02 -0.01
C 4.851625 0.432931 1.480776 -0.18 0.13 -0.10
S -0.632124 0.630617 1.881570 -0.08 -0.15 0.13
N -0.136890 -2.471088 -0.394823 0.48 -0.82 -0.17
S -2.562752 -0.890891 -0.349281 0.22 0.06 0.31
C -0.146926 -2.396841 -3.960813 0.01 0.02 -0.07
O -5.525929 -0.201407 4.185122 0.23 -0.01 -0.20
S -3.009184 0.465893 3.736727 0.04 0.01 -0.02
H -0.214590 -3.717260 3.989464 0.02 0.02 -0.02
H 1.765715 4.258702 -0.605611 0.00 0.02 -0.04
H -0.277289 4.019319 -2.486685 -0.02 -0.01 -0.21
N 5.777833 -0.146087 1.857606 -0.13 0.08 0.00
N -0.963482 3.650781 0.595902 0.35 0.14 0.01
H 1.641615 5.115911 -2.140772 -0.01 -0.02 -0.04
C -0.156707 -3.076492 1.954096 0.00 -0.04 -0.07
H -0.340097 4.291908 2.457745 -0.03 -0.02 0.03
H -1.419541 2.859594 1.027262 -0.09 -0.11 0.10
C -0.243743 -4.032693 2.952900 0.00 0.02 -0.08
C -0.365918 -5.381321 2.640028 0.02 0.02 0.05
C 0.053443 4.273597 1.444306 -0.13 -0.05 -0.11
S -2.048180 2.430296 -1.465256 0.34 0.37 0.08
C -0.400166 -5.755325 1.302769 0.00 0.07 -0.10
C -0.323103 -4.808443 0.292274 -0.02 -0.10 0.05
H 0.990190 3.712131 1.444942 -0.05 0.00 0.01
S 2.368510 -1.105118 0.286395 -0.33 0.28 0.41
C -3.045479 -0.501635 1.267718 -0.29 0.11 -0.17
Ti -0.079372 -0.517953 -0.242694 -0.07 0.42 0.47
S 1.401990 1.531707 -0.354835 0.04 0.04 -0.06
S -4.685112 -0.897824 1.777395 0.01 0.04 -0.03
C -4.602562 -0.205044 3.394305 -0.20 0.00 0.17
H -0.423504 -6.125432 3.425830 -0.02 0.00 -0.01
H 0.404508 1.245252 -2.879894 -0.01 0.13 0.15
H -0.490533 -6.804202 1.038571 0.00 0.02 -0.01
N 0.098164 -0.699987 -2.199093 -0.38 -0.27 -0.56
C -0.203977 -3.445767 0.602815 -0.03 0.06 -0.26
N -0.182229 -2.958011 -1.665458 -0.05 -0.38 0.11
H 0.999070 5.861855 -0.680971 0.02 -0.01 -0.09
C -0.960942 3.518667 -0.740209 -0.17 0.20 -0.17
C 1.130684 4.912568 -1.202016 -0.19 -0.05 0.02
C -2.279288 0.125301 2.171235 0.05 0.00 0.27
C 3.812802 2.613543 1.104970 0.06 -0.23 -0.09
C 2.634950 0.587463 0.379746 0.41 0.08 0.01
H -0.022463 -1.719842 -5.951786 0.00 0.04 0.01
C 3.743796 1.189139 0.982135 0.09 0.09 0.03
H -0.348251 -5.094367 -0.748804 -0.02 -0.02 0.04
C 0.244300 -0.086875 -4.510996 0.00 -0.12 -0.21
C 0.258128 0.230099 -3.201334 -0.04 -0.28 0.13
C 0.018757 -1.452710 -4.901322 0.02 0.17 -0.21
```
Forces are in eV/Å.

(3)
The following is a quantum chemistry calculation of the molecule C5H8O2, from the OMol25 dataset.

Computed properties:
Orbital gap, eV: 10.4
Energy relative to the best compared isomer or geometry (same formula, charge and spin), kJ/mol: 100.9
LUMO level, hartree: 0.0330
Charge: 0
SMILES string: C[C@@]1(O)CCC1=O
HOMO, Eh: -0.348

```
15
Properties=species:S:1:pos:R:3:forces:R:3
O 0.762423 -0.347273 -2.181385 0.03 0.03 0.67
C 0.557807 0.000848 1.132867 -0.09 0.02 0.23
C 0.728300 -0.175662 -0.990690 0.12 -0.03 -0.55
H -2.452196 -0.106386 0.591463 0.19 0.05 -0.09
H -1.573711 -1.556926 0.076904 0.00 0.13 -0.07
H 2.421884 0.649977 0.110676 -0.07 -0.11 -0.07
H -0.574120 1.859445 -1.150915 -0.14 0.02 0.10
H 0.300545 -0.877424 1.732174 0.06 0.07 -0.20
H -2.143723 -0.395200 -1.138010 0.04 -0.01 0.15
O -0.551470 1.664364 -0.204690 -0.10 0.16 -0.15
C -0.409343 0.257727 -0.049267 -0.10 -0.18 0.09
C 1.741489 -0.206199 0.149671 0.15 -0.07 -0.01
H 2.334154 -1.119042 0.231215 -0.08 0.04 0.01
H 0.654171 0.864159 1.791152 -0.03 -0.08 -0.06
C -1.724303 -0.491863 -0.130431 0.00 -0.02 -0.03
```
Forces are in eV/Å.

(4)
The following is a quantum chemistry calculation of a structure of composition C35H46IrN2PSi2Te, from the OMol25 dataset.

Computed properties:
Orbital gap (alpha / beta), eV: 6.4 / 5.3
Energy relative to the best compared isomer or geometry (same formula, charge and spin), kJ/mol: 77.7
LUMO level (alpha / beta), hartree: -0.2272 / -0.3107
Multiplicity: 5
Charge: +2
HOMO (alpha / beta), Eh: -0.463 / -0.507

```
88
Properties=species:S:1:pos:R:3:forces:R:3
H 3.222970 0.289429 0.130159 -0.13 0.10 -0.03
C -0.001830 2.890457 4.513960 -0.04 -0.01 -0.02
H 1.224221 -4.786876 -2.819619 0.10 -0.09 -0.04
H 3.593714 -4.575343 3.338238 0.01 -0.13 0.04
C 0.105814 -1.096735 -5.533359 -0.26 0.69 0.33
H 0.447355 -1.931654 -4.929265 0.03 -0.11 0.19
C -3.259744 -4.085455 -2.048075 0.01 -0.04 0.01
H 2.002725 0.927453 -3.818615 0.20 0.19 0.03
H 4.646636 -1.530418 0.530500 0.08 0.04 -0.06
C 0.097838 0.423758 3.276645 0.18 -0.05 -0.14
P 0.149117 -1.158871 2.396388 -0.05 0.22 0.25
H 1.813071 6.790220 -3.794933 0.16 -0.01 0.08
C -1.875212 -3.785900 -1.942742 0.67 0.27 0.10
H -1.620115 -0.747834 -2.644259 0.12 -0.06 0.00
C -2.507626 -4.239828 4.530674 0.01 0.04 -0.07
H 0.214088 7.503413 -3.785939 -0.12 0.11 0.08
C 2.748570 -1.259688 1.495493 -0.06 -1.07 0.53
H 1.145969 3.315267 -3.948687 0.00 -0.21 -0.02
C 3.945113 -1.949788 1.237621 -0.21 0.24 0.01
H 2.075892 2.586652 4.953092 0.10 0.08 0.08
C 0.428452 -4.207195 -2.383624 -0.09 0.09 0.02
H -1.955684 4.742823 -3.918590 0.03 -0.04 -0.19
C 3.349709 -3.665176 2.815159 -0.02 0.20 -0.10
C 0.732123 -3.065479 -1.664539 0.21 -0.17 -0.08
H -3.141086 1.278506 2.615679 -0.04 0.03 -0.06
H 0.296485 4.982753 -0.144393 -0.09 -0.12 0.11
H -1.458488 1.748779 -6.279668 -0.18 -0.12 -0.10
H 0.087814 -2.030149 6.562406 0.02 -0.01 0.01
H 0.597008 6.239568 -4.934446 -0.07 -0.13 -0.11
H -1.164355 -5.435236 -3.138980 -0.08 -0.12 0.01
H -0.724446 -1.442036 -6.139326 -0.25 -0.05 -0.10
H -3.011772 -4.874954 2.544555 -0.06 -0.05 -0.05
Te 0.762202 1.933328 -1.671331 0.27 0.21 -0.93
C 0.755925 6.569292 -3.911453 -0.19 -0.58 0.54
H 1.413727 -3.504924 3.705048 -0.05 -0.01 0.06
Ir 0.452808 -0.435906 0.001821 0.92 -1.38 1.20
C -1.754649 -3.370060 5.298737 0.02 0.07 -0.06
C 2.445469 -0.006050 0.832577 -0.83 0.76 -0.86
C 1.190926 2.183236 4.488972 0.06 0.07 0.00
H 0.208430 2.230811 -6.136300 0.18 0.00 -0.03
H -2.308595 5.680360 -2.492967 -0.09 0.14 0.10
H -2.663262 -0.328014 3.156807 -0.08 -0.04 -0.07
H 0.919334 -1.401516 5.134950 0.01 0.05 0.16
H -2.065995 2.924135 3.947650 -0.08 0.05 0.01
C -2.323628 0.562557 2.626115 -0.14 0.05 0.06
C 1.826529 -1.842381 2.416448 0.07 0.34 -0.65
N -0.206901 -2.292450 -1.109382 0.08 0.57 0.19
C -1.483910 -2.655492 -1.226968 -0.25 -0.26 0.06
C -1.109000 1.134544 3.286728 0.16 -0.13 -0.08
C -1.693810 4.869260 -2.872110 0.77 0.19 0.07
C 1.198942 3.673032 -2.923248 -0.48 0.45 0.26
H -3.138539 -4.968239 5.013135 -0.09 -0.10 0.06
H -1.569642 -3.179257 1.473040 -0.06 0.00 -0.10
C -2.440505 -4.185883 3.147132 -0.04 -0.03 -0.01
C 4.248734 -3.120442 1.900555 -0.10 -0.13 0.09
H -1.981148 3.965497 -2.339333 -0.04 -0.15 0.14
C -0.896297 -4.573399 -2.548514 0.04 0.24 0.08
C -0.057363 -1.560804 5.591537 0.02 0.06 0.16
H -2.090600 0.270315 1.594751 -0.16 0.00 0.03
H 5.182725 -3.624976 1.702526 0.08 0.00 0.00
C 1.129065 0.588803 -3.269896 -0.44 0.38 -0.14
C -1.637239 -3.233998 2.551103 0.07 0.05 0.01
H 1.335958 -0.387640 -2.841637 -0.06 -0.14 0.10
H 1.580080 6.039798 -0.712302 0.18 0.02 -0.04
C -1.140359 2.367620 3.921860 0.07 0.05 0.01
C -0.671959 1.958014 -5.560127 0.19 -0.58 0.47
Si 0.146513 5.297065 -2.635549 -0.08 0.02 0.10
C -1.855528 0.062907 -3.326217 0.55 0.13 -0.54
N -4.378438 -4.308896 -2.122114 -0.57 -0.10 -0.04
C 1.243724 0.952387 3.867436 -0.23 -0.10 -0.03
H -0.044770 6.657334 -0.537687 -0.14 0.12 0.03
H -1.810566 -3.425526 6.376118 0.05 -0.03 0.10
H 0.902053 -0.834963 -6.222571 0.21 0.08 -0.10
H 2.185768 0.812060 1.509430 0.07 0.05 -0.06
C 2.131877 -3.042781 3.042838 0.11 -0.11 0.10
H 2.234482 3.910649 -2.685299 0.20 -0.06 0.08
Si -0.392502 0.414223 -4.493833 -0.09 -0.39 0.04
H -2.229590 -2.044113 -0.730378 0.05 0.02 -0.07
H 1.762417 -2.765481 -1.518019 -0.02 0.08 0.00
H -0.521632 -0.587992 5.760418 0.08 0.06 0.00
C 0.530736 5.787556 -0.839358 -0.15 -0.17 -0.73
C -0.882325 -2.348694 3.320122 0.00 0.08 -0.47
H -2.112994 0.932228 -2.727199 -0.11 0.24 0.06
H -0.043870 3.855287 4.992584 -0.01 0.12 0.10
C -0.915295 -2.421594 4.720883 0.01 -0.05 -0.18
H 2.160347 0.380047 3.865812 0.14 -0.03 0.02
H -2.739021 -0.232720 -3.879270 -0.25 -0.01 -0.16
H -0.993167 2.821384 -4.985579 -0.04 0.12 0.16
```
Forces are in eV/Å.

Number 1: electronic energy -268.4587 Ha. Number 2: electronic energy -4905.9779 Ha. Number 3: electronic energy -345.7665 Ha. Number 4: electronic energy -2762.8935 Ha.